(1)
{"formula": "C36H35FN6O9RuS3Se", "method": "wB97M-V/def2-TZVPD", "spin_multiplicity": 5, "e_lumo_ev": [-5.539, -6.133], "charge": 2, "s2": 6.033, "e_homo_ev": [-11.7, -12.2], "elements": ["Ru", "F", "C", "C", "C", "C", "O", "C", "C", "N", "C", "C", "C", "C", "C", "C", "N", "C", "C", "N", "C", "C", "C", "O", "O", "H", "H", "H", "H", "H", "H", "H", "H", "H", "H", "H", "H", "H", "H", "H", "H", "H", "H", "O", "S", "O", "O", "C", "C", "C", "C", "C", "C", "S", "O", "O", "O", "H", "H", "H", "H", "C", "N", "C", "Se", "N", "C", "C", "C", "C", "C", "C", "H", "H", "H", "H", "H", "H", "H", "H", "S", "C", "N", "C", "C", "C", "C", "H", "H", "H", "H", "H"], "coordinates": [[0.233, 0.029, 0.000], [-2.316, -0.178, 6.124], [-0.993, -0.189, 5.874], [-0.596, -0.069, 4.576], [0.760, -0.069, 4.233], [1.107, -0.047, 2.828], [0.161, 0.071, 1.976], [2.475, -0.202, 2.540], [3.374, -0.219, 3.569], [3.072, -0.162, 4.879], [4.222, -0.116, 5.766], [4.402, -1.006, 6.962], [4.252, 0.479, 7.140], [1.735, -0.175, 5.246], [1.286, -0.332, 6.564], [-0.057, -0.330, 6.918], [-0.412, -0.536, 8.263], [-1.811, -0.757, 8.635], [-1.885, -1.131, 10.122], [-0.610, -1.804, 10.495], [0.516, -0.818, 10.494], [0.307, 0.156, 9.321], [3.025, -0.490, 1.138], [4.228, -0.493, 0.994], [2.140, -0.876, 0.291], [-1.333, 0.022, 3.792], [4.419, -0.293, 3.293], [5.114, 0.054, 5.182], [5.382, -1.438, 7.102], [3.605, -1.681, 7.239], [5.139, 1.042, 7.391], [3.359, 0.908, 7.567], [1.994, -0.503, 7.352], [-2.203, -1.573, 8.028], [-2.440, 0.123, 8.468], [-2.727, -1.799, 10.292], [-2.011, -0.256, 10.758], [-0.421, -2.515, 9.784], [-0.683, -2.266, 11.403], [1.453, -1.365, 10.404], [0.517, -0.275, 11.438], [1.271, 0.514, 8.973], [-0.260, 1.033, 9.656], [0.232, 0.055, -4.310], [0.887, 0.611, -3.142], [2.251, 0.233, -2.949], [-0.002, 0.193, -1.974], [0.742, 2.375, -3.301], [0.636, 2.838, -4.604], [0.628, 4.201, -4.857], [0.721, 5.098, -3.804], [0.804, 4.634, -2.499], [0.823, 3.270, -2.244], [0.909, 2.794, -0.524], [1.266, 3.968, 0.209], [1.822, 1.654, -0.383], [-0.462, 2.317, -0.193], [0.565, 2.111, -5.399], [0.564, 4.560, -5.874], [0.746, 6.161, -3.997], [0.889, 5.307, -1.658], [-2.910, -1.171, -3.147], [-2.940, 0.236, -2.818], [-2.690, 0.789, -1.626], [-2.332, -0.102, -0.010], [-2.787, 2.118, -1.731], [-2.995, 2.458, -3.053], [-3.093, 3.683, -3.697], [-3.306, 3.650, -5.060], [-3.423, 2.442, -5.758], [-3.329, 1.222, -5.119], [-3.108, 1.250, -3.749], [-2.683, -1.745, -2.250], [-2.150, -1.325, -3.915], [-3.880, -1.478, -3.537], [-2.466, 2.727, -0.989], [-2.990, 4.612, -3.156], [-3.385, 4.580, -5.605], [-3.593, 2.466, -6.825], [-3.418, 0.295, -5.665], [-0.048, -2.722, -0.447], [1.157, -2.903, -1.671], [0.775, -2.789, -2.963], [1.631, -2.847, -3.998], [2.960, -3.076, -3.772], [3.393, -3.268, -2.461], [2.494, -3.213, -1.416], [-0.196, -2.562, -3.138], [1.217, -2.681, -4.979], [3.653, -3.094, -4.598], [4.438, -3.452, -2.259], [2.809, -3.367, -0.398]], "atomic_forces_ev_per_a": [[0.62, -0.86, -0.35], [0.03, 0.04, 0.11], [0.05, 0.05, -0.27], [-0.03, -0.03, 0.20], [-0.09, -0.02, -0.25], [1.02, -0.22, 0.67], [-0.44, 0.07, -0.42], [-0.64, 0.02, -0.70], [0.03, 0.08, 0.17], [0.01, -0.06, -0.42], [0.29, -0.14, 0.47], [0.05, -0.18, -0.07], [0.01, 0.25, -0.02], [-0.44, 0.10, -0.13], [0.02, 0.06, 0.21], [0.20, -0.08, -0.21], [-0.13, -0.10, 0.17], [0.03, 0.00, -0.13], [-0.45, 0.21, -0.31], [-0.04, -0.13, 0.08], [0.42, 0.49, -0.16], [-0.10, 0.03, 0.03], [0.47, 0.09, 0.96], [-0.16, -0.05, -0.19], [-1.02, 0.39, -0.65], [-0.06, 0.02, 0.03], [0.03, 0.04, 0.07], [-0.06, 0.01, -0.03], [0.03, 0.02, -0.02], [-0.09, 0.07, -0.01], [0.03, 0.02, -0.06], [-0.07, -0.08, -0.02], [0.04, -0.03, 0.00], [-0.05, 0.04, 0.05], [-0.01, -0.06, 0.06], [0.10, -0.06, 0.11], [0.14, -0.08, 0.07], [0.06, -0.03, 0.12], [0.02, -0.03, -0.06], [-0.10, -0.10, 0.01], [-0.09, -0.16, 0.06], [-0.01, 0.00, 0.05], [0.06, 0.00, -0.01], [-0.02, 0.17, 0.20], [0.07, -0.81, -1.36], [0.01, 0.18, 0.30], [0.00, -0.08, 0.73], [0.01, -0.30, 0.05], [-0.05, -0.07, 0.02], [0.02, 0.05, 0.10], [-0.03, -0.04, -0.07], [0.07, -0.06, 0.10], [0.19, 0.04, 0.31], [-0.79, 1.78, 0.24], [0.27, -0.08, -0.08], [0.05, -0.60, 0.03], [0.17, -0.19, 0.01], [0.00, 0.05, -0.09], [-0.01, -0.01, -0.03], [-0.04, 0.04, 0.01], [0.00, 0.08, -0.05], [-0.05, -0.28, -0.10], [0.24, 0.20, 0.22], [-0.13, 0.00, 0.21], [0.08, -0.26, 0.35], [0.33, -0.14, -0.03], [-0.12, -0.18, -0.34], [0.06, 0.04, 0.02], [0.03, 0.10, 0.09], [-0.02, -0.13, -0.03], [-0.01, -0.04, -0.04], [-0.04, 0.47, 0.05], [0.07, 0.05, -0.05], [0.03, -0.01, 0.05], [0.01, 0.02, 0.02], [0.03, -0.03, 0.01], [-0.03, 0.05, 0.00], [0.00, 0.02, 0.00], [0.00, 0.00, -0.02], [0.01, -0.04, -0.01], [-0.29, 0.25, -0.14], [-0.11, -0.31, 0.44], [0.35, 0.20, -0.02], [0.12, 0.01, -0.14], [0.00, 0.02, -0.01], [-0.11, -0.04, 0.08], [0.07, 0.17, -0.27], [-0.01, 0.05, 0.06], [-0.07, 0.02, -0.03], [-0.02, -0.02, -0.06], [0.03, -0.03, 0.00], [-0.04, 0.09, 0.07]]}

***

(2)
{"formula": "C36H35N2PS3Ta", "method": "wB97M-V/def2-TZVPD", "e_lumo_ev": -10.730, "charge": 3, "de_lowest_ev": 3.377, "e_homo_ev": -16.2, "elements": ["Ta", "C", "C", "S", "C", "C", "S", "C", "C", "S", "H", "H", "H", "H", "H", "H", "H", "H", "H", "H", "H", "H", "C", "C", "C", "C", "C", "C", "P", "C", "C", "C", "C", "C", "C", "C", "C", "C", "C", "C", "C", "H", "H", "H", "H", "H", "H", "H", "H", "H", "H", "H", "H", "H", "H", "C", "C", "C", "C", "C", "C", "N", "N", "C", "C", "C", "C", "C", "C", "H", "H", "H", "H", "H", "H", "H", "H", "H"], "coordinates": [[0.365, -0.112, -0.134], [-0.219, 3.640, 0.478], [-0.978, 3.245, 1.733], [-1.389, 1.450, 1.830], [-0.859, 1.000, 3.526], [0.613, 1.176, 3.866], [1.742, 0.422, 2.626], [2.910, 1.784, 2.244], [2.319, 3.020, 1.591], [1.296, 2.681, 0.095], [0.085, 4.687, 0.554], [-0.839, 3.527, -0.413], [-1.929, 3.781, 1.743], [-0.442, 3.504, 2.644], [-1.154, -0.049, 3.608], [-1.469, 1.586, 4.217], [0.805, 0.657, 4.807], [0.901, 2.218, 3.986], [3.646, 1.306, 1.596], [3.409, 2.068, 3.173], [3.137, 3.668, 1.262], [1.695, 3.587, 2.281], [4.441, -1.687, -5.885], [4.213, -0.490, -5.219], [3.313, -0.441, -4.170], [2.623, -1.599, -3.804], [2.845, -2.805, -4.475], [3.752, -2.834, -5.518], [1.392, -1.519, -2.470], [0.880, -3.219, -2.074], [-0.473, -3.545, -2.005], [-0.851, -4.810, -1.598], [0.106, -5.748, -1.242], [1.453, -5.427, -1.312], [1.846, -4.163, -1.712], [-0.076, -0.652, -3.107], [-0.504, -0.661, -4.428], [-1.621, 0.085, -4.770], [-2.267, 0.854, -3.813], [-1.819, 0.874, -2.499], [-0.720, 0.113, -2.126], [5.160, -1.730, -6.686], [4.751, 0.399, -5.512], [3.145, 0.486, -3.636], [2.307, -3.701, -4.207], [3.927, -3.762, -6.039], [-1.229, -2.816, -2.273], [-1.897, -5.068, -1.556], [-0.198, -6.730, -0.915], [2.196, -6.164, -1.047], [2.899, -3.908, -1.734], [0.023, -1.243, -5.170], [-1.990, 0.077, -5.784], [-3.126, 1.443, -4.091], [-2.337, 1.507, -1.789], [-5.498, -2.040, 0.118], [-4.784, -0.868, -0.111], [-3.414, -0.847, 0.042], [-2.731, -2.008, 0.437], [-3.460, -3.197, 0.648], [-4.828, -3.200, 0.489], [-1.364, -1.972, 0.615], [-0.768, -2.944, 1.111], [0.586, -2.986, 1.198], [1.180, -4.083, 1.844], [2.556, -4.164, 1.917], [3.340, -3.186, 1.321], [2.745, -2.108, 0.670], [1.375, -1.971, 0.614], [-6.571, -2.048, 0.005], [-5.313, 0.026, -0.401], [-2.860, 0.069, -0.119], [-2.926, -4.090, 0.936], [-5.389, -4.106, 0.658], [0.555, -4.847, 2.281], [3.019, -4.992, 2.429], [4.415, -3.258, 1.352], [3.379, -1.374, 0.179]], "atomic_forces_ev_per_a": [[-0.69, -1.19, -0.09], [0.05, -0.31, -0.07], [0.00, -0.44, -0.03], [0.41, -0.06, -0.47], [0.05, -0.07, -0.35], [0.19, -0.12, -0.45], [-0.16, 0.17, -0.28], [-0.36, -0.34, 0.01], [-0.09, -0.22, -0.16], [-0.23, -0.73, -0.04], [0.01, -0.06, -0.13], [0.03, 0.08, -0.01], [0.07, -0.04, 0.04], [0.01, 0.01, 0.00], [-0.06, 0.09, 0.06], [-0.07, -0.10, -0.07], [0.04, 0.10, -0.02], [-0.06, 0.03, 0.03], [0.09, 0.05, 0.04], [0.03, -0.06, -0.06], [-0.14, -0.02, -0.02], [0.02, -0.02, -0.05], [-0.09, -0.02, 0.09], [0.04, 0.08, 0.01], [-0.08, -0.09, 0.08], [0.07, 0.25, 0.67], [-0.13, 0.10, 0.12], [0.06, -0.04, -0.08], [-1.05, 0.18, 0.12], [0.16, 0.38, 0.05], [0.06, 0.23, -0.21], [-0.07, -0.19, 0.10], [-0.14, 0.07, -0.08], [0.13, 0.05, 0.00], [0.00, 0.03, 0.00], [0.55, -0.34, -0.23], [0.04, -0.12, 0.14], [0.13, -0.13, -0.08], [-0.07, 0.16, 0.45], [-0.50, 0.44, -0.21], [1.33, -0.36, 2.40], [0.07, 0.02, -0.12], [0.02, 0.07, -0.01], [0.02, 0.06, -0.02], [-0.01, -0.05, 0.01], [0.01, -0.07, -0.06], [-0.02, -0.04, -0.04], [-0.14, -0.03, -0.02], [-0.03, -0.12, -0.01], [0.10, -0.05, 0.02], [0.02, -0.03, -0.07], [0.06, -0.04, -0.10], [-0.01, 0.00, -0.13], [-0.09, 0.09, -0.05], [-0.08, 0.00, 0.06], [0.27, 0.13, -0.03], [-0.20, -0.12, 0.03], [0.53, -0.32, 0.18], [-1.92, -0.13, -0.21], [0.44, 0.24, -0.03], [-0.09, 0.04, 0.00], [3.35, 1.31, 0.03], [-2.13, -0.37, 0.06], [1.16, 0.31, -0.02], [-0.38, 0.51, -0.21], [0.18, 0.08, 0.01], [-0.12, 0.07, 0.05], [0.39, 0.25, -0.12], [-0.97, 1.00, -0.48], [-0.12, 0.00, -0.03], [-0.02, 0.13, -0.04], [-0.04, -0.04, -0.03], [-0.03, -0.06, 0.03], [0.00, -0.11, 0.02], [-0.14, -0.04, -0.01], [0.06, -0.10, 0.02], [0.15, -0.03, 0.01], [0.12, -0.03, 0.03]]}

***

| no. | E_tot (Eh) |
| --- | --- |
| 1 | -6188.78829 |
| 2 | -3094.21475 |